1.
10
Properties=species:S:1:pos:R:3 method="wB97M-V/def2-TZVPD" e_above_lowest_ev=5.346 e_lumo_ev="-7.102 / -7.102" multiplicity=1 homo_energy_ev="-14.6 / -14.6" homo_lumo_gap_ev="7.54 / 7.54" charge=+1
C -2.3071 0.4948 0.1205
C 2.2171 -1.5283 -1.1737
C 1.2666 -0.9902 -0.5506
C 0.8690 -0.0793 0.6296
C -0.0578 0.2484 -0.4121
N -1.2883 0.2900 -0.3412
H -3.3568 0.5279 0.4039
H 0.6625 -0.6693 1.4636
H 1.5649 0.6968 0.7525
H 0.4299 1.0092 -0.8924



2.
4
Properties=species:S:1:pos:R:3 method="wB97M-V/def2-TZVPD" e_above_lowest_ev=0.972 e_lumo_ev=-24.940 multiplicity=1 homo_energy_ev=-31.0 homo_lumo_gap_ev=6.02 charge=+3
In 16.9712 -0.4500 1.0697
O 19.2792 -1.5340 -0.0374
H 20.0167 -2.0801 0.4066
H 19.8208 -0.8393 -0.5406



3.
16
Properties=species:S:1:pos:R:3 method="wB97M-V/def2-TZVPD" e_above_lowest_ev=2.911 e_lumo_ev="3.978 / 3.978" multiplicity=1 homo_energy_ev="-3.0 / -3.0" homo_lumo_gap_ev="6.95 / 6.95" charge=-1
C -1.1537 -1.3439 0.7620
C 0.7340 0.0600 0.5727
N -1.9952 -1.1238 -0.3766
N 0.7846 0.9494 1.6296
O 2.0929 1.1520 -1.4021
O -0.4512 1.6257 -1.3519
O 0.4216 -0.7705 -2.0971
P 0.5028 0.4635 -1.1807
H -1.7607 -1.0557 1.5641
H -0.6966 -2.2904 0.8200
H 1.5499 -0.7866 0.6294
H -1.8532 -0.1602 -0.5859
H -1.6493 -1.4722 -1.2586
H 0.4152 1.8363 1.3904
H 1.4892 0.8521 2.3511
H 1.5697 2.0643 -1.4663



4.
14
Properties=species:S:1:pos:R:3 method="wB97M-V/def2-TZVPD" e_above_lowest_ev=0.153 e_lumo_ev=0.788 multiplicity=1 homo_energy_ev=-9.6 homo_lumo_gap_ev=10.44
H -4.0168 -0.6994 -0.6991
N -3.2717 -0.5857 -0.0162
C -2.2391 -0.1052 -0.5768
N -1.0994 0.1383 0.1735
C 0.1500 0.2722 -0.4327
O 0.2841 0.3403 -1.6423
N 1.1874 0.3092 0.4561
C 2.5461 0.0565 0.0247
H -2.1114 0.1556 -1.6290
H -1.1641 -0.1699 1.1348
H 0.9870 0.2892 1.4432
H 2.5165 -0.1472 -1.0467
H 2.9519 -0.8195 0.5434
H 3.2035 0.9134 0.2026



5.
15
Properties=species:S:1:pos:R:3 method="wB97M-V/def2-TZVPD" e_above_lowest_ev=0.000 e_lumo_ev=3.558 multiplicity=1 homo_energy_ev=-2.4 homo_lumo_gap_ev=5.96 charge=-1
O -4.1943 -0.7860 -0.6539
N -3.1889 0.0631 -0.5336
C -2.6444 0.3515 0.6175
N -1.3868 1.2010 0.5306
C -0.3422 0.4355 0.1672
C 0.7349 0.8683 -0.6455
C 1.5879 -0.1914 -0.8394
N 1.1492 -1.2328 -0.0527
C 0.0163 -0.8322 0.5121
H -3.0447 0.1218 1.6517
H -1.4804 1.8253 -0.3621
H 0.5728 1.7250 -1.2723
H 2.3493 -0.3511 -1.5723
H 1.4227 -2.2267 0.0108
H -0.4475 -1.5436 1.1234



6.
165
Properties=species:S:1:pos:R:3 method="wB97M-V/def2-TZVPD" e_above_lowest_ev=1.456 e_lumo_ev=0.090 multiplicity=1 homo_energy_ev=-8.4 homo_lumo_gap_ev=8.54
C -1.5018 0.7963 -5.7155
C -1.4737 0.2478 -4.3162
O -1.6399 -1.1773 -4.4122
O -0.4806 0.3361 -6.5783
H -1.5716 1.8927 -5.7164
H -2.4656 0.5925 -6.1994
H -2.2410 0.6600 -3.6652
H -0.5098 0.4287 -3.8303
H -0.9895 -1.4798 -5.0557
H -0.7183 0.5661 -7.4784
C 3.2962 -1.3502 -2.7057
C 4.2293 -0.3728 -3.3547
O 4.3698 -0.7511 -4.7366
O 1.9352 -1.2753 -3.1748
H 3.2919 -1.1307 -1.6342
H 3.6348 -2.3829 -2.7931
H 5.1830 -0.4760 -2.8345
H 3.9101 0.6693 -3.3472
H 3.7055 -0.2700 -5.2353
H 1.9208 -1.3607 -4.1367
C 3.3248 1.4961 1.9170
C 3.0897 0.1839 2.6277
O 2.4851 0.4721 3.9028
O 2.0939 2.0138 1.4273
H 3.9750 1.3391 1.0547
H 3.7905 2.1976 2.6120
H 3.9871 -0.4084 2.8124
H 2.4579 -0.4663 2.0161
H 1.5287 0.3642 3.7973
H 1.6581 2.5227 2.1311
C 1.6470 -3.9987 -0.6541
C 1.5051 -4.1130 0.8766
O 2.7245 -4.6447 1.3906
O 2.1255 -5.2005 -1.2166
H 2.3405 -3.1848 -0.8973
H 0.6945 -3.7586 -1.1381
H 0.6960 -4.8516 0.9303
H 1.1243 -3.2062 1.3435
H 2.8317 -4.4013 2.3135
H 2.0056 -5.0979 -2.1747
C 0.0270 -3.5727 -4.5260
C 0.4346 -5.0568 -4.5645
O 1.6944 -5.2882 -3.9974
O 0.7392 -2.8025 -5.4893
H 0.3226 -3.1746 -3.5569
H -1.0471 -3.4331 -4.6512
H 0.3269 -5.3642 -5.6100
H -0.3066 -5.6087 -3.9862
H 2.3762 -4.8289 -4.5010
H 0.2561 -2.7397 -6.3166
C 1.7778 4.5861 4.0276
C 1.9604 6.1086 3.7244
O 0.7424 6.8405 3.8420
O 0.9906 4.0317 2.9939
H 1.3744 4.4884 5.0386
H 2.7919 4.1883 4.0597
H 2.3520 6.2541 2.7199
H 2.6316 6.4871 4.5023
H 0.6544 6.9808 4.7896
H 0.1535 4.5065 2.9360
C -0.5191 0.5528 0.6800
C 0.1506 0.3572 -0.6914
O 0.3181 -1.0497 -0.8348
O -0.7605 1.9246 0.8851
H 0.1048 0.1828 1.4940
H -1.4548 -0.0080 0.6736
H 1.1095 0.8790 -0.7188
H -0.5265 0.7329 -1.4627
H 0.7330 -1.1754 -1.6983
H 0.0818 2.3694 1.0160
C -4.3352 2.1746 1.3990
C -5.5893 2.8051 2.0430
O -5.7706 2.4090 3.3786
O -3.2044 2.9442 1.7554
H -4.4300 2.0764 0.3145
H -4.3061 1.1739 1.8444
H -6.4212 2.3831 1.4755
H -5.5373 3.8882 1.9143
H -5.2351 2.9730 3.9441
H -2.3924 2.5715 1.3753
C -4.2394 -3.5267 3.4285
C -3.0140 -2.6309 3.3073
C -1.8191 -3.1227 2.4479
O -1.1110 -4.2637 2.8418
C -1.7302 -5.5222 2.5982
N -3.4816 -1.2734 2.8649
H -3.9772 -4.5575 3.6784
H -4.8673 -3.5579 2.5332
H -4.9590 -3.2522 4.2039
H -2.5999 -2.4383 4.2996
H -1.0905 -2.3199 2.3361
H -2.1502 -3.3349 1.4190
H -2.7115 -5.4997 2.1300
H -1.6958 -6.0793 3.5378
H -1.0757 -6.1498 1.9837
H -4.3549 -0.9953 3.2955
H -3.7026 -1.5127 1.8992
C -3.7217 -4.7605 -2.5714
C -2.8708 -4.1456 -1.4610
C -2.3085 -5.1765 -0.4873
O -3.4125 -5.7148 0.2238
C -3.4818 -7.1524 0.1961
N -1.7409 -3.4030 -2.0255
H -3.9666 -3.9590 -3.2753
H -4.6947 -5.1502 -2.2789
H -3.1289 -5.5056 -3.1049
H -3.4741 -3.4483 -0.8690
H -1.6380 -4.6485 0.1983
H -1.7692 -5.9684 -1.0124
H -2.5220 -7.6343 0.3909
H -3.7230 -7.4556 -0.8274
H -4.2780 -7.4200 0.8831
H -2.0434 -2.7100 -2.7009
H -1.2531 -2.8758 -1.3081
C -1.3027 1.7262 4.8191
C -0.8633 0.2812 5.1875
C -1.9517 -0.3729 6.0219
O -1.6579 -1.7132 6.3745
C -0.7425 -1.8858 7.4441
N -0.6328 -0.4239 3.9016
H -0.4361 2.1620 4.3236
H -1.6687 2.2822 5.6824
H -2.1460 1.6627 4.1282
H 0.0883 0.2312 5.7246
H -2.9128 -0.3398 5.5100
H -1.9825 0.2365 6.9343
H -1.1432 -1.4634 8.3723
H 0.2218 -1.4059 7.2712
H -0.6400 -2.9509 7.6367
H -1.4108 -0.0412 3.3685
H -0.9099 -1.3812 4.0938
C 4.9176 4.4983 0.0440
C 4.0743 4.2684 -1.1998
C 4.9048 4.0020 -2.4708
O 5.8013 5.0623 -2.7559
C 5.2162 6.0761 -3.5541
N 3.3691 3.0364 -0.9506
H 5.5860 5.3518 -0.1153
H 5.6718 3.7153 0.1488
H 4.3175 4.6572 0.9375
H 3.3495 5.0739 -1.3835
H 4.1522 3.8042 -3.2394
H 5.5344 3.1544 -2.2019
H 4.4015 6.5883 -3.0362
H 4.8341 5.6334 -4.4798
H 5.9453 6.8239 -3.8617
H 2.8937 2.9657 -0.0572
H 2.8134 2.6550 -1.7048
C -0.1790 4.2144 -4.4935
C 0.7412 3.8277 -3.3239
C 0.1112 3.9512 -1.9190
O -0.1604 5.2826 -1.5160
C -1.0231 5.1954 -0.3849
N 1.4196 2.5583 -3.5366
H 0.1725 3.8442 -5.4544
H -0.3471 5.2902 -4.4897
H -1.1413 3.7250 -4.3145
H 1.6001 4.5090 -3.3343
H 0.6011 3.2933 -1.1956
H -0.8277 3.3831 -2.0215
H -1.9962 4.7244 -0.5434
H -1.2549 6.1418 0.1049
H -0.4997 4.6183 0.3852
H 1.0776 1.8577 -4.1830
H 2.3832 2.5913 -3.8413



7.
58
Properties=species:S:1:pos:R:3 method="wB97M-V/def2-TZVPD" e_above_lowest_ev=2.643 e_lumo_ev=0.651 multiplicity=1 homo_energy_ev=-8.9 homo_lumo_gap_ev=9.54
C -5.5814 -2.1244 -1.2255
C -4.7707 -0.8507 -1.0031
N -3.9479 -0.9492 0.1831
C -2.7596 -1.7576 0.1750
C -1.6662 -1.2112 -0.7464
O -1.8906 -0.3097 -1.5360
N -0.4560 -1.8084 -0.6763
C 0.0014 -2.7021 0.3615
C 0.8533 -1.9171 1.3625
N 1.9835 -1.3272 0.6698
C 2.8881 -0.6473 1.5831
C 4.1599 -0.2459 0.8870
C 4.6654 1.0415 0.9951
C 5.8436 1.3897 0.3563
C 6.5235 0.4546 -0.4036
C 6.0222 -0.8318 -0.5205
C 4.8496 -1.1803 0.1232
C 1.5280 -0.4394 -0.3878
C 0.6628 -1.2108 -1.3805
S -3.8778 0.3441 1.2253
O -3.3906 -0.1804 2.4737
O -5.1606 0.9823 1.2030
C -2.6458 1.4891 0.6110
C -2.9040 2.2435 -0.5150
C -1.9214 3.0853 -1.0034
C -0.6885 3.1861 -0.3676
C 0.3722 4.1049 -0.8916
C -0.4616 2.4359 0.7817
C -1.4355 1.5816 1.2675
H -4.9365 -2.9615 -1.4826
H -6.1367 -2.3715 -0.3248
H -6.2827 -1.9699 -2.0410
H -5.4498 -0.0196 -0.8093
H -4.1607 -0.6237 -1.8834
H -2.4176 -1.7617 1.2119
H -3.0135 -2.7796 -0.1245
H -0.8311 -3.1886 0.8640
H 0.6262 -3.4681 -0.1097
H 1.2311 -2.5946 2.1321
H 0.2214 -1.1514 1.8490
H 2.4132 0.2387 2.0416
H 3.1317 -1.3496 2.3877
H 4.1372 1.7768 1.5860
H 6.2291 2.3944 0.4507
H 7.4414 0.7266 -0.9033
H 6.5500 -1.5647 -1.1130
H 4.4487 -2.1784 0.0350
H 2.4041 -0.0349 -0.8987
H 0.9349 0.4003 0.0155
H 0.2671 -0.5394 -2.1427
H 1.2472 -2.0068 -1.8494
H -3.8639 2.1617 -0.9977
H -2.1099 3.6684 -1.8926
H 0.2344 4.2906 -1.9535
H 0.3239 5.0617 -0.3708
H 1.3630 3.6852 -0.7311
H 0.4852 2.5255 1.2968
H -1.2828 0.9889 2.1566



8.
40
Properties=species:S:1:pos:R:3 method="wB97M-V/def2-TZVPD" e_lumo_ev=-5.735 multiplicity=1 homo_energy_ev=-11.9 homo_lumo_gap_ev=6.19 charge=+1
F 1.4429 2.4017 -4.5996
C 1.5139 2.5450 -3.2295
C 2.2700 3.5915 -2.7177
C 2.2943 3.7440 -1.3315
F 3.0200 4.7746 -0.7741
C 1.5553 2.9313 -0.4791
C 0.8024 1.8705 -1.0151
C 0.1353 0.9112 -0.1050
C -0.9954 0.2050 -0.6120
C -1.8090 -0.5680 0.1656
C -2.8015 -1.4492 -0.3454
C -3.7422 -2.0546 0.5295
C -4.6556 -2.9807 0.0488
F -5.5083 -3.6161 0.9311
C -4.7379 -3.3219 -1.3123
C -3.8671 -2.6569 -2.1815
F -3.9442 -2.9610 -3.5308
C -2.9267 -1.7226 -1.7424
C 0.7637 1.6865 -2.4179
H 2.8593 4.2557 -3.3623
H 1.5603 3.0939 0.5988
H 0.1395 1.1658 0.9659
H -1.2219 0.2859 -1.6645
H -1.7748 -0.4841 1.2493
H -3.7088 -1.8171 1.5932
H -5.4648 -4.0530 -1.6734
H -2.2625 -1.2525 -2.4668
H 0.1800 0.8987 -2.8962
C 2.5800 -1.3675 4.4649
C 2.3838 -0.7369 3.1385
C 3.1488 0.3073 2.6380
C 2.8430 0.6077 1.3056
C 1.7628 -0.1308 0.7519
S 1.2276 -1.2556 2.0022
H 3.2369 -0.7199 5.0463
H 1.6326 -1.4884 4.9971
H 3.0621 -2.3480 4.3739
H 3.9447 0.7733 3.2147
H 3.3147 1.3939 0.7394
H 1.7473 -0.4587 -0.2976



9.
60
Properties=species:S:1:pos:R:3 method="wB97M-V/def2-TZVPD" e_above_lowest_ev=0.943 e_lumo_ev=-0.688 multiplicity=1 homo_energy_ev=-7.3 homo_lumo_gap_ev=6.62
Zr -2.2295 -0.4775 -0.1711
I -1.9106 -1.0164 2.9391
C -0.2360 -0.2610 3.9512
C -0.5005 -0.1436 5.2866
C 0.5175 0.1415 6.2242
C 1.7958 0.2498 5.7913
C 2.1054 0.1465 4.4083
C 3.4659 0.2451 4.0254
C 3.8334 0.1733 2.7195
C 2.8269 0.0687 1.7414
C 1.4940 -0.0185 2.0556
P 0.4227 0.1224 0.5740
C 1.0650 1.5879 -0.2832
C 0.9495 1.7065 -1.6672
C 1.3300 2.8803 -2.3038
C 1.8082 3.9520 -1.5638
C 1.9035 3.8490 -0.1831
C 1.5328 2.6743 0.4554
C 0.9369 -1.3552 -0.3742
C 0.2431 -2.5286 -0.0818
C 0.4825 -3.6898 -0.8088
C 1.4279 -3.6898 -1.8204
C 2.1415 -2.5275 -2.0982
C 1.8954 -1.3663 -1.3820
C 1.0875 -0.0497 3.4340
H -1.5107 -0.2991 5.6420
H 0.2713 0.2335 7.2736
H 2.6067 0.4198 6.4889
H 4.2058 0.3757 4.8060
H 4.8727 0.2355 2.4258
H 3.1272 0.0970 0.7010
H 0.5490 0.8865 -2.2462
H 1.2433 2.9550 -3.3806
H 2.1010 4.8671 -2.0623
H 2.2657 4.6852 0.4006
H 1.6194 2.6100 1.5335
H -0.4752 -2.5720 0.7347
H -0.0737 -4.5892 -0.5785
H 1.6162 -4.5890 -2.3920
H 2.8876 -2.5264 -2.8828
H 2.4440 -0.4657 -1.6265
Se -5.6462 0.0487 3.1997
Sb -5.1451 -0.0567 0.8908
Se -3.8427 -2.3282 0.4411
Se -3.2410 1.7233 0.4070
Se -6.7148 0.1696 -0.8635
C -2.1359 1.2653 -3.5506
C -2.0895 -0.2126 -3.2335
C -1.2517 -0.9712 -4.2414
C -3.4778 -0.8023 -3.1175
O -1.4465 -0.4016 -1.9138
H -2.6602 1.4089 -4.4976
H -1.1330 1.6817 -3.6513
H -2.6690 1.8149 -2.7737
H -1.7193 -0.9056 -5.2256
H -1.1707 -2.0235 -3.9636
H -0.2433 -0.5567 -4.3073
H -3.9779 -0.7996 -4.0895
H -4.1343 -0.2212 -2.4569
H -3.4404 -1.8305 -2.7588



10.
10
Properties=species:S:1:pos:R:3 method="wB97M-V/def2-TZVPD" e_above_lowest_ev=4.347 e_lumo_ev=-0.076 multiplicity=1 homo_energy_ev=-9.9 homo_lumo_gap_ev=9.81
C -0.8758 -0.2338 -0.1430
H 1.6046 -0.4233 0.2122
H -0.3565 -2.2382 0.0876
H -1.2595 1.7605 0.3152
H 1.0082 1.4090 0.8402
N -0.0024 -1.2021 0.1516
N -0.3410 1.1200 -0.5915
O 1.2854 -1.0477 -0.5647
O -2.0416 -0.2683 -0.2590
O 0.9786 1.1240 -0.0486



11.
42
Properties=species:S:1:pos:R:3 method="wB97M-V/def2-TZVPD" e_above_lowest_ev=0.923 e_lumo_ev=-2.932 multiplicity=1 homo_energy_ev=-10.7 homo_lumo_gap_ev=7.79 charge=+1
N -2.4956 2.7206 1.0111
C -2.6080 2.8647 -0.2352
C -2.2526 1.6882 -1.1268
C -0.9858 0.9999 -0.5988
C 0.2612 1.4514 -1.3350
O 0.2324 0.9474 -2.6555
C 0.5530 -0.4213 -2.6354
C -0.4433 -1.2600 -1.8188
N -1.1130 -0.5179 -0.6766
H -2.7208 3.5664 1.5320
H -2.9212 3.7972 -0.7113
H -3.1140 1.0075 -1.1146
H -2.1276 2.0072 -2.1635
H -0.8904 1.2477 0.4607
H 1.1713 1.1137 -0.8224
H 0.2652 2.5409 -1.3841
H 1.5693 -0.5642 -2.2458
H 0.5402 -0.7868 -3.6622
H -1.2265 -1.6815 -2.4474
H 0.0919 -2.1019 -1.3753
H -2.1120 -0.7104 -0.7375
H -0.8125 -0.9221 0.2100
N 0.8738 -6.3318 0.1658
C -0.1197 -5.8622 -0.6426
C -0.5331 -4.6603 -0.1305
C 0.2446 -4.3997 1.0329
C 1.1055 -5.4539 1.1855
H 1.3575 -7.2023 0.0360
H -0.4506 -6.4180 -1.5025
H -1.3248 -4.0498 -0.5367
H 0.1739 -3.5516 1.6950
H 1.8508 -5.6544 1.9352
N 1.5974 4.5432 1.4361
C 0.7174 3.5242 1.6856
C 1.3204 2.6567 2.5599
C 2.6122 3.1731 2.8477
C 2.7506 4.3373 2.1414
H 1.4238 5.3297 0.8379
H -0.2546 3.4908 1.2277
H 0.8788 1.7596 2.9630
H 3.3486 2.7459 3.5068
H 3.5668 5.0367 2.0882



12.
13
Properties=species:S:1:pos:R:3 method="wB97M-V/def2-TZVPD" e_above_lowest_ev=3.607 e_lumo_ev=0.849 multiplicity=1 homo_energy_ev=-9.9 homo_lumo_gap_ev=10.76
C 0.8022 -0.0514 1.2783
C 1.0112 0.4922 -0.1001
N 0.3483 1.3312 -0.7908
O -0.8009 1.7964 -0.1575
H 1.7010 0.1389 1.8755
H -0.0605 0.3734 1.7937
H 0.6971 -1.1406 1.1946
H 1.8498 0.0815 -0.6560
H -1.1248 2.4358 -0.8068
C -1.1081 -1.3616 -0.9095
O -0.1767 -2.1189 -1.0288
H -1.7143 -1.0119 -1.7646
H -1.4244 -0.9651 0.0721